Formula: ClH24O16
Source: OMol25
Level of theory: wB97M-V/def2-TZVPD

Kohn-Sham gap ... 10.05 eV
Energy above the lowest of the compared OMol25 structures with the same formula, charge and spin ... 26.4 kcal/mol
HOMO ... -7.443 eV

Structure (ORCA input):
```
! RIJCOSX wB97M-V def2-TZVPD def2/J DEFGRID3
* xyz -1 1
Cl -0.08370 -0.44352 1.06088
O 0.10291 0.10364 2.42331
O -1.25409 0.21345 0.39395
O 1.11646 -0.23601 0.23726
O -0.30212 -1.92411 1.18916
O -2.79978 2.03458 2.29622
H -2.38387 1.58660 1.53860
H -2.36102 1.85465 3.12236
O 1.12467 -2.51804 -1.30815
H 0.65677 -3.27736 -1.00923
H 1.61477 -2.07414 -0.64811
O 2.66626 -2.55178 1.01911
H 2.88520 -2.30497 1.94733
H 1.79014 -2.89929 1.10500
O 4.05675 -1.07210 -1.10163
H 3.67365 -1.36977 -0.29168
H 3.88775 -0.13967 -1.26239
O 1.53522 2.58058 1.50820
H 0.82758 2.76010 0.88472
H 1.20946 1.87984 2.07466
O -1.72659 1.07030 -2.40124
H -1.31060 0.25030 -2.75076
H -1.45615 1.84053 -2.91529
O -0.55934 2.92973 -0.19738
H -0.79529 3.71109 0.30894
H -1.32535 2.49227 -0.55945
O 3.39100 1.92742 -0.57579
H 3.32740 2.71323 -1.04304
H 3.02228 2.00057 0.27815
O -2.43827 -2.35330 -0.95589
H -1.53052 -2.26305 -1.15420
H -2.53810 -2.16750 -0.01974
O -2.82481 -2.69796 1.61075
H -3.21420 -1.81599 1.77427
H -1.84448 -2.49722 1.61643
O 1.44010 0.76244 -2.70295
H 2.26179 1.22828 -2.70672
H 1.24328 0.67658 -1.80106
O -4.02299 0.11353 -0.52724
H -3.95742 -0.21391 0.38651
H -3.10473 0.09001 -0.84389
*
```


Formula: C35H48BN4Ta
Source: OMol25
Level of theory: wB97M-V/def2-TZVPD

Kohn-Sham gap ... 7.00 eV
HOMO ... -7.856 eV

Structure (ORCA input):
```
! RIJCOSX wB97M-V def2-TZVPD def2/J DEFGRID3
* xyz 0 1
Ta -0.39026 -0.44775 0.04509
C -0.86303 5.03155 1.38457
C -1.22537 3.60648 0.96312
C -2.37861 3.06413 1.81343
C -1.57061 3.49337 -0.50709
C -2.44327 4.42250 -1.05424
C -2.76817 4.38495 -2.39573
C -2.21940 3.39559 -3.18614
C -1.36741 2.41404 -2.68024
C -0.98859 1.33915 -3.69361
C -1.93752 0.13913 -3.55196
C 0.47141 0.89121 -3.71891
C -1.03939 2.46051 -1.30822
N -0.19209 1.50683 -0.64963
C 1.18622 1.63527 -0.68033
C 1.96328 0.89043 0.16322
N 1.40257 0.02041 1.09004
C 2.25545 -0.42758 2.14770
C 2.61303 0.43927 3.21212
C 3.61723 0.04157 4.09160
C 4.19840 -1.20864 4.02486
C 3.71242 -2.10670 3.09524
C 2.75474 -1.74344 2.15470
C 2.28724 -2.83210 1.20374
C 2.76489 -2.60178 -0.23251
C 0.76855 -3.06848 1.33243
C 1.90652 1.73383 3.62276
C 2.40925 2.99053 2.90261
C 0.38346 1.60233 3.63554
H -0.52787 5.03733 2.42396
H -1.71326 5.71130 1.31549
H -0.05680 5.42835 0.76520
H -0.34414 2.99679 1.14023
H -3.24377 3.72784 1.75645
H -2.09073 2.97709 2.86250
H -2.69032 2.07880 1.46395
H -2.86977 5.18915 -0.42042
H -3.43914 5.12427 -2.81353
H -2.47405 3.36626 -4.23905
H -1.19004 1.77985 -4.67276
H -1.91453 -0.26648 -2.54150
H -1.65069 -0.65551 -4.24381
H -2.96406 0.43718 -3.77036
H 0.73493 0.34519 -2.81904
H 1.14480 1.74257 -3.83144
H 0.62382 0.22374 -4.56864
H 1.63470 2.35091 -1.35938
H 3.04350 0.98271 0.12619
H 3.92269 0.72306 4.87734
H 4.97984 -1.49017 4.71850
H 4.10565 -3.11586 3.07307
H 2.78060 -3.74789 1.53326
H 2.38245 -1.67635 -0.64816
H 2.43445 -3.42460 -0.86974
H 3.85570 -2.56332 -0.25063
H 0.22977 -2.14922 1.58901
H 0.56580 -3.77486 2.13761
H 0.35631 -3.47414 0.40590
H 2.18414 1.87479 4.67065
H 2.21211 2.96637 1.83498
H 3.48591 3.09259 3.05058
H 1.92211 3.87670 3.31662
H -0.01670 1.44549 2.64046
H -0.06330 2.50840 4.04905
H 0.08423 0.75551 4.25659
B -4.15298 -1.29579 2.73559
C -2.98308 -0.95993 1.83013
N -2.06004 -0.73656 1.14760
H -3.65915 -1.39838 3.83216
H -4.58694 -2.34158 2.32304
H -4.95642 -0.40409 2.68373
C -2.56393 -3.63844 -0.83768
C -1.47675 -3.85375 -1.85119
C -1.49054 -4.97431 -2.66331
C -0.49869 -5.18676 -3.60963
C 0.50676 -4.24905 -3.75425
C 0.55774 -3.11039 -2.96078
C 1.66288 -2.11271 -3.19102
C -0.42806 -2.90788 -1.97435
N -0.40294 -1.83536 -1.11832
H -3.33745 -4.39709 -0.93760
H -3.01765 -2.65288 -0.96268
H -2.16598 -3.67723 0.17893
H -2.29094 -5.69557 -2.54906
H -0.51683 -6.07246 -4.23130
H 1.27805 -4.38822 -4.50370
H 1.68055 -1.81455 -4.24067
H 2.63671 -2.54167 -2.94903
H 1.52040 -1.22580 -2.57988
*
```


Formula: C43H31AsBrCl5IrN3O3
Source: OMol25
Level of theory: wB97M-V/def2-TZVPD

<S²> ... 0.753
Kohn-Sham gap (alpha / beta) ... 7.61 / 7.48 eV
Energy above the lowest of the compared OMol25 structures with the same formula, charge and spin ... 28.5 kcal/mol
HOMO (alpha / beta) ... -10.336 / -10.336 eV

Structure (ORCA input):
```
! RIJCOSX wB97M-V def2-TZVPD def2/J DEFGRID3
* xyz 1 2
Ir -0.01667 0.32431 0.26597
C 0.07931 0.70368 3.70000
O 0.79129 0.52745 2.46831
C 2.15932 0.39615 2.54706
C 2.85239 0.40224 3.74317
C 4.23661 0.28197 3.71643
Br 5.16916 0.27972 5.35535
C 4.93447 0.16876 2.53517
C 4.23914 0.16269 1.32486
C 2.85927 0.26718 1.35108
O 2.14042 0.18759 0.14059
C 5.01387 0.00619 0.08155
N 6.21302 -0.50235 0.06031
C 6.60846 -0.44873 -1.26411
C 7.80252 -0.86167 -1.85671
C 7.93713 -0.68189 -3.21652
C 6.91244 -0.10524 -3.98777
C 5.72385 0.30530 -3.42157
C 5.59617 0.11866 -2.04770
N 4.57418 0.38836 -1.16189
H 0.50028 1.54024 4.25629
H 0.11349 -0.20966 4.29429
H -0.94344 0.92545 3.42228
H 2.34435 0.49089 4.69044
H 6.01056 0.07749 2.51500
H 2.14807 -0.75861 -0.11693
H 8.58918 -1.30184 -1.25910
H 8.85176 -0.98650 -3.70727
H 7.06308 0.02006 -5.05173
H 4.93733 0.74955 -4.01765
H 3.72198 0.88507 -1.35599
Cl -0.02401 -1.49989 -2.74127
C -0.15602 0.23322 -2.81274
C -0.08514 0.95069 -1.62395
C 0.10540 2.32787 -1.74951
Cl 0.51153 3.18800 -0.27937
C 0.03858 2.99676 -2.96210
Cl 0.21588 4.70135 -3.02879
C -0.17960 2.25471 -4.12523
Cl -0.32323 3.05148 -5.63663
C -0.23909 0.86272 -4.05353
Cl -0.41030 -0.06416 -5.48789
O 0.74939 -1.90254 0.73664
N 0.30340 -3.07711 0.32578
C -0.97850 -3.22809 -0.04580
C -1.44821 -4.45748 -0.45602
C -0.58842 -5.54224 -0.49090
C 0.73220 -5.35903 -0.10929
C 1.15951 -4.11509 0.29692
H -1.57074 -2.32739 0.00529
H -2.48558 -4.54602 -0.74535
H -0.93816 -6.51357 -0.81048
H 1.44165 -6.17356 -0.12217
H 2.16360 -3.87892 0.61466
C -5.44520 -0.66133 -2.95560
C -5.73423 0.38805 -2.09369
C -4.81207 0.77637 -1.13326
C -3.59126 0.11287 -1.03318
C -3.30982 -0.94235 -1.89088
C -4.23219 -1.32602 -2.85390
As -2.35945 0.59110 0.37536
C -3.09688 -0.33043 1.91137
C -4.40617 -0.09654 2.32582
C -4.92857 -0.79227 3.40471
C -4.15145 -1.73538 4.06675
C -2.85093 -1.97944 3.65139
C -2.32380 -1.27707 2.57487
C -2.77619 2.45462 0.67381
C -2.86954 3.30478 -0.42566
C -3.02736 4.66861 -0.23805
C -3.09180 5.18954 1.04776
C -3.00408 4.34501 2.14414
C -2.84585 2.97758 1.95884
H -6.16412 -0.95656 -3.70828
H -6.67853 0.91055 -2.17114
H -5.04492 1.60489 -0.47703
H -2.36005 -1.45750 -1.83281
H -3.99711 -2.13859 -3.52896
H -5.02071 0.63140 1.81038
H -5.94346 -0.60244 3.72808
H -4.56318 -2.28032 4.90591
H -2.24610 -2.71550 4.16562
H -1.29893 -1.45757 2.26329
H -2.82287 2.90648 -1.43303
H -3.09518 5.32507 -1.09556
H -3.21463 6.25458 1.19343
H -3.06282 4.74849 3.14650
H -2.78772 2.32515 2.82147
*
```


Formula: C19H42FN10O17
Source: OMol25
Level of theory: wB97M-V/def2-TZVPD

Kohn-Sham gap ... 8.05 eV
HOMO ... -11.681 eV

Structure (ORCA input):
```
! RIJCOSX wB97M-V def2-TZVPD def2/J DEFGRID3
* xyz 1 1
C 3.72535 3.30426 -0.86594
C 3.33447 1.75409 -0.61157
O 2.63214 1.50210 0.38624
N 3.80752 0.77865 -1.62984
C 4.64028 -0.31452 -1.07677
C 4.51054 -0.98918 0.35734
O 5.51743 -0.78642 -1.85192
N 2.79965 0.32708 -2.48575
C 1.88623 1.35421 -3.15508
C 0.31877 0.92272 -3.01729
C 0.43697 -0.07988 -1.75610
C -0.80904 -1.00177 -1.34830
C -1.60414 -0.27233 -0.14367
O -1.05101 -0.02154 0.96895
N -3.02376 0.10503 -0.27908
C -3.18934 1.41248 -0.99847
C -3.59949 0.34253 1.09675
C 1.85383 -0.75318 -2.05649
F 1.59321 -1.41482 -3.34100
H 2.91600 3.81267 -1.50985
H 3.70921 3.81615 0.15229
H 4.73470 3.34727 -1.39126
H 5.16801 -1.92795 0.40128
H 3.43381 -1.22208 0.67714
H 4.94500 -0.24660 1.11751
H 3.29194 -0.06407 -3.30788
H 2.06023 1.15563 -4.26962
H 2.15406 2.45385 -3.06104
H -0.39006 1.76744 -2.68963
H -0.09350 0.41189 -3.96288
H 0.52755 0.64086 -0.87264
H -1.56704 -1.17335 -2.17779
H -0.37858 -1.96322 -0.90229
H -3.79375 1.27540 -1.96604
H -3.79158 2.17410 -0.37630
H -2.20365 1.91483 -1.27442
H -4.73985 0.39229 0.96836
H -3.40858 -0.53877 1.80578
H -3.20463 1.33127 1.54178
H 2.21830 -1.63060 -1.43492
C 1.60721 4.13401 3.20497
N 2.11189 5.50679 2.94232
O 1.76516 6.04202 1.90142
O 2.83733 5.99729 3.78842
H 0.97755 3.82638 2.37235
H 2.47217 3.47850 3.29709
H 1.03411 4.16517 4.13067
C -3.76169 -1.77712 5.31787
N -4.51253 -1.43916 4.08066
O -4.53439 -0.26821 3.73858
O -5.05343 -2.36122 3.49587
H -3.33533 -0.86444 5.72951
H -4.46629 -2.22408 6.01796
H -2.97658 -2.48063 5.04366
C -7.87767 -4.32941 3.38176
N -8.06146 -5.55926 4.19746
O -9.18299 -6.03529 4.24977
O -7.07175 -6.00379 4.75708
H -8.83459 -4.05000 2.94634
H -7.51315 -3.54680 4.04552
H -7.15144 -4.55723 2.60278
C -9.87907 -2.73034 -0.63360
N -8.75520 -2.60886 0.33142
O -8.99689 -2.83643 1.50683
O -7.67099 -2.29006 -0.12305
H -10.77735 -3.01878 -0.09124
H -10.01016 -1.75918 -1.10879
H -9.60599 -3.49327 -1.36145
C 3.85437 -2.71209 4.50615
N 3.81333 -2.76693 3.02141
O 4.87000 -2.63586 2.42386
O 2.72213 -2.93947 2.50542
H 4.88354 -2.55503 4.82285
H 3.22237 -1.88300 4.82178
H 3.47614 -3.66257 4.88030
C 3.88790 -1.58469 -5.91471
N 3.13398 -1.24810 -7.14979
O 3.11518 -0.07664 -7.49248
O 2.58940 -2.16913 -7.72856
H 4.31866 -0.67087 -5.50698
H 3.18372 -2.02782 -5.21108
H 4.67100 -2.29062 -6.18772
C 7.58793 5.95210 -2.61878
N 6.60867 4.89407 -2.25742
O 5.57773 4.83454 -2.90982
O 6.90733 4.15870 -1.33145
H 7.19167 6.52593 -3.45408
H 7.72340 6.58676 -1.74399
H 8.51784 5.45758 -2.89662
*
```


Formula: C9H11F3N3
Source: OMol25
Level of theory: wB97M-V/def2-TZVPD

Kohn-Sham gap ... 8.15 eV
Energy above the lowest of the compared OMol25 structures with the same formula, charge and spin ... 0.0 kcal/mol
HOMO ... -13.808 eV

Structure (ORCA input):
```
! RIJCOSX wB97M-V def2-TZVPD def2/J DEFGRID3
* xyz 1 1
C -2.32300 0.37658 -1.00849
C -1.97549 -0.86576 -1.17203
C -1.92254 1.09075 0.15025
C -0.64399 -0.66310 0.82995
C 4.70825 -0.29023 -0.10349
C 3.55314 0.16563 0.28869
C -2.49559 2.39769 0.15399
C -0.93350 -2.79200 -0.41880
C 2.33222 -0.14592 -0.53973
N -1.18726 0.61065 1.02639
N -1.14821 -1.54826 -0.26414
N 0.12083 -1.22137 1.61192
F 2.52682 -0.05688 -1.85390
F 1.24941 0.62094 -0.30916
F 1.91930 -1.46962 -0.33801
H -2.80114 0.94443 -1.82520
H -2.30325 -1.51570 -2.06972
H 5.59901 0.00919 0.42931
H 5.02589 -0.92077 -0.89059
H -2.64852 2.95862 1.10732
H -3.53863 2.21826 -0.09167
H -1.90039 2.92339 -0.64036
H -1.26778 -3.37402 -1.33226
H 3.33668 0.67325 1.15508
H -0.06023 -3.19819 0.13212
H 0.46071 -0.77196 2.48998
*
```


Formula: C7H6AuClO9P2
Source: OMol25
Level of theory: wB97M-V/def2-TZVPD

<S²> ... 2.042
Kohn-Sham gap (alpha / beta) ... 8.03 / 5.62 eV
Energy above the lowest of the compared OMol25 structures with the same formula, charge and spin ... 4.4 kcal/mol
HOMO (alpha / beta) ... -9.561 / -9.877 eV

Structure (ORCA input):
```
! RIJCOSX wB97M-V def2-TZVPD def2/J DEFGRID3
* xyz 0 3
Au -0.10486 0.26329 0.03394
O -3.53550 -0.93590 2.13420
P -2.30687 0.08101 2.15907
O -2.54222 1.26286 2.98492
O -1.99379 0.28466 0.64314
O -1.07791 -0.78306 2.74371
P -0.15131 -1.99254 2.19179
O 1.27231 -1.54809 2.79381
O -0.58331 -3.31068 2.64791
O 0.00329 -1.76374 0.66668
H -4.19226 -0.66711 2.79035
H 1.40653 -1.95308 3.66115
Cl 5.35605 -1.80010 -4.53863
C 4.32569 -1.12625 -3.36573
C 4.87162 -0.58054 -2.19142
C 4.03469 -0.04723 -1.26115
C 2.59711 -0.04438 -1.44617
O 1.91739 0.39912 -0.49400
C 2.06768 -0.58137 -2.69414
C 0.63510 -0.52716 -3.11382
O -0.20983 0.14101 -2.58048
C 2.93541 -1.11753 -3.59929
H 5.94192 -0.60154 -2.04216
H 4.39975 0.36248 -0.32974
H 0.40019 -1.13467 -4.00513
H 2.55627 -1.53446 -4.52459
*
```